Entry from the OMol25 dataset: a cluster of 9 separate species, C49H71ClIN9O in total at a distorted geometry (ωB97M-V/def2-TZVPD).

Output
**HOMO**: -0.2582 hartree
**Multiplicity**: 1
**SMILES**: CCCCCC[C@@H]1NC(=O)[C@H](CC(C)C)[C@@]1(Cl)C[C@@H](C)I.c1cc[nH]c1.c1cc[nH]c1.c1cc[nH]c1.c1cc[nH]c1.c1cc[nH]c1.c1cc[nH]c1.c1cc[nH]c1.c1cc[nH]c1
**Molecular weight**: 964.53 g/mol

Structure (XYZ):
```
132
C49H71ClIN9O | the OMol25 dataset | ωB97M-V/def2-TZVPD
C -0.190 -7.973 -1.535
H 3.489 -2.086 4.734
H -2.702 -0.683 -2.556
H 1.251 -7.300 -3.029
H 3.331 5.122 5.538
H -0.068 -3.917 -3.040
H -4.513 0.990 -5.595
H 1.308 -2.856 2.780
C -1.001 -3.412 0.490
H 8.750 -4.436 1.516
C 3.142 8.221 -1.543
H 4.093 4.359 4.160
H -0.504 6.918 4.031
C -6.316 0.178 -6.513
C 1.853 -2.083 3.330
C -0.935 6.588 3.081
C 7.511 -2.371 3.760
C -5.696 -1.977 -6.444
Cl 1.556 2.756 4.165
H -1.758 -3.377 1.255
C -5.076 0.132 -5.945
H -5.494 3.437 -1.837
C 3.673 5.301 4.514
C 1.059 4.281 2.000
C 2.385 4.981 2.300
H 0.373 5.003 1.536
H 3.674 7.417 2.811
H -1.483 2.078 -2.720
H 6.849 -5.490 3.128
H -1.477 -9.384 -0.632
C -0.404 2.285 2.191
H 3.995 -2.442 3.085
H 4.068 8.226 -2.093
C 0.095 -1.763 -3.632
H 3.199 4.260 2.204
H 0.627 9.500 -0.082
N -1.896 -1.222 -2.819
C 2.514 5.789 3.614
H 1.064 -1.689 -4.096
C 2.429 7.080 -1.084
C -0.499 -2.930 -3.079
N -0.798 -4.543 -0.252
H -2.468 5.382 3.869
H -0.253 4.598 4.794
H 0.972 -9.820 -3.996
H -1.700 7.313 2.792
C -3.409 -6.999 -3.198
H 1.941 7.644 2.595
H -0.803 -11.055 -2.370
H -1.867 0.349 3.681
H -0.712 0.309 -3.725
H 0.518 7.000 0.057
H 2.024 -1.238 2.655
C -3.916 -5.066 -4.294
N -0.822 -9.175 -1.361
C -0.750 4.138 3.933
H -2.488 -3.144 -2.099
C 2.700 7.274 3.290
H 2.518 5.680 1.466
H -2.521 -5.090 -2.498
H 6.132 -3.669 4.688
H -1.313 -5.396 -0.148
N -3.378 1.729 -3.639
C -4.683 -1.248 -5.900
C -0.421 -10.050 -2.335
H 2.688 7.885 4.197
H 9.051 -1.853 2.305
H -0.369 -7.152 -0.866
H -1.213 -1.775 4.290
O 2.105 3.151 0.102
H 2.629 10.377 -1.303
H -0.553 0.313 1.632
H -0.162 6.608 2.315
C -4.669 2.142 -3.399
H 3.148 -3.686 4.036
H -3.760 -1.645 -5.513
C 0.475 -9.399 -3.138
H 0.939 0.617 2.504
I -2.341 4.467 1.415
H -0.365 -1.589 2.764
H -3.098 1.120 -4.388
N -6.686 -1.102 -6.814
C 0.929 -1.580 4.440
H -2.858 3.525 -1.047
C 1.313 7.534 -0.435
N 1.325 8.902 -0.482
C 8.379 -2.584 2.723
C -0.776 0.243 3.745
C 0.643 -3.040 -0.997
C 0.622 -8.079 -2.631
H -3.067 -7.801 -2.567
C 8.222 -3.936 2.311
C 7.263 -4.497 3.111
C -0.404 -1.226 3.799
H 2.706 6.047 -1.213
H 0.811 -2.335 5.224
H 1.384 -0.690 4.889
C -1.577 5.215 3.263
H -0.467 0.782 4.646
H 1.597 5.676 4.200
H -3.973 -4.032 -4.590
C 0.194 -4.318 -1.172
H 4.470 6.046 4.565
C -0.789 -0.729 -3.454
C -4.553 -6.094 -4.902
H 1.423 -2.564 -1.567
C -0.122 -2.461 0.051
H -0.041 -1.457 0.432
N -0.031 2.524 0.791
H -5.483 1.821 -4.026
C 3.205 -2.617 3.817
C 1.175 3.288 0.846
H -0.739 3.082 0.323
C -1.727 -2.566 -2.594
N -4.253 -7.237 -4.250
H -1.479 2.404 2.348
H -5.802 -3.037 -6.601
C -4.644 2.957 -2.292
C -0.133 0.832 2.502
H -4.609 -8.140 -4.498
C 0.299 3.442 3.035
H -6.964 1.010 -6.729
H 0.492 -5.078 -1.874
C -3.290 3.023 -1.871
H 7.316 -1.492 4.350
H -7.555 -1.364 -7.240
H -1.403 3.365 4.350
C -2.540 2.275 -2.711
H -5.210 -6.106 -5.755
C -3.151 -5.625 -3.190
N 6.839 -3.539 3.990
C 2.436 9.328 -1.156
```